{
  "formula": "C54H79ClCrN2O3STe",
  "method": "ωB97M-V with the def2-TZVPD basis set",
  "symbols": ["Cr", "C", "N", "C", "C", "C", "N", "C", "C", "C", "C", "C", "C", "C", "O", "C", "C", "C", "C", "C", "C", "C", "C", "C", "C", "C", "C", "C", "C", "C", "O", "C", "C", "C", "C", "C", "C", "C", "C", "H", "H", "H", "H", "H", "H", "H", "H", "H", "H", "H", "H", "H", "H", "H", "H", "H", "H", "H", "H", "H", "H", "H", "H", "H", "H", "H", "H", "H", "H", "H", "H", "H", "H", "H", "H", "H", "H", "H", "H", "H", "H", "H", "H", "H", "H", "H", "H", "H", "H", "H", "H", "H", "H", "Cl", "C", "C", "C", "C", "C", "C", "C", "H", "H", "H", "H", "H", "H", "C", "C", "C", "C", "C", "C", "Te", "C", "C", "C", "H", "H", "H", "H", "H", "H", "H", "H", "H", "H", "H", "O", "S", "C", "C", "C", "C", "H", "H", "H", "H", "H", "H", "H", "H"],
  "coordinates": [[0.6617, 0.0881, -1.1178], [4.8639, -1.6838, -1.3897], [4.3122, -0.3824, -1.0897], [4.7175, 0.5939, -2.0757], [4.6170, 0.0605, 0.2573], [3.5990, 1.0645, 0.7991], [2.2195, 0.5955, 0.9181], [2.1459, -0.4304, 1.9531], [0.8638, -1.1886, 2.2507], [0.8668, -1.8390, 3.4765], [-0.1640, -2.6698, 3.8793], [-1.2714, -2.7262, 3.0381], [-1.3342, -2.1299, 1.7888], [-0.1955, -1.3939, 1.3281], [-0.0783, -0.8992, 0.1236], [-2.6598, -2.3093, 1.0273], [-3.7891, -1.6967, 1.8756], [-2.9423, -3.8057, 0.8032], [-2.7009, -1.6386, -0.3401], [-0.1546, -3.4505, 5.1910], [1.2116, -3.4074, 5.8796], [-0.4997, -4.9283, 4.9396], [-1.2066, -2.8367, 6.1291], [1.3881, 1.7467, 1.2726], [1.3789, 2.8980, 0.2781], [1.0198, 4.1268, 0.8127], [0.7973, 5.2344, 0.0146], [1.0877, 5.0955, -1.3407], [1.4668, 3.9012, -1.9349], [1.5323, 2.7383, -1.1190], [1.6848, 1.5169, -1.6221], [1.7627, 3.8697, -3.4437], [1.3061, 5.1535, -4.1492], [1.0685, 2.7037, -4.1669], [3.2808, 3.7212, -3.6239], [0.0776, 6.4791, 0.5233], [0.7867, 7.7659, 0.0844], [-0.0565, 6.5014, 2.0480], [-1.3421, 6.4402, -0.0733], [5.9702, -1.6852, -1.4178], [4.4973, -2.0094, -2.3645], [4.5299, -2.3980, -0.6422], [5.8174, 0.7135, -2.1146], [4.2773, 1.5574, -1.8324], [4.3622, 0.2959, -3.0628], [5.6093, 0.5480, 0.3070], [4.6663, -0.8150, 0.9064], [3.5896, 1.9321, 0.1402], [3.9595, 1.4090, 1.7866], [2.4800, 0.0168, 2.9083], [2.8765, -1.1898, 1.6770], [1.7188, -1.6817, 4.1288], [-2.1404, -3.2729, 3.3837], [-3.9448, -2.2486, 2.8050], [-4.7234, -1.6987, 1.3097], [-3.5533, -0.6604, 2.1232], [-2.8114, -4.3942, 1.7135], [-2.2700, -4.2059, 0.0399], [-3.9688, -3.9388, 0.4542], [-2.6235, -0.5570, -0.2531], [-3.6522, -1.8641, -0.8298], [-1.8980, -2.0001, -0.9728], [1.9966, -3.7466, 5.2010], [1.2054, -4.0641, 6.7520], [1.4545, -2.3987, 6.2167], [0.3298, -5.4359, 4.4423], [-1.3821, -5.0346, 4.3102], [-0.6923, -5.4378, 5.8870], [-0.9709, -1.7871, 6.3109], [-1.2394, -3.3635, 7.0865], [-2.1961, -2.8845, 5.6737], [1.7225, 2.1576, 2.2437], [0.3624, 1.3847, 1.4190], [0.8522, 4.1729, 1.8822], [0.9683, 5.9656, -1.9688], [0.2445, 5.3326, -3.9705], [1.4531, 5.0408, -5.2248], [1.8774, 6.0264, -3.8261], [-0.0065, 2.7219, -3.9816], [1.4592, 1.7497, -3.8322], [1.2402, 2.7909, -5.2439], [3.8143, 4.5267, -3.1140], [3.5447, 3.7384, -4.6851], [3.6088, 2.7698, -3.2088], [1.7814, 7.8276, 0.5303], [0.2093, 8.6376, 0.4026], [0.8934, 7.8130, -0.9989], [0.9194, 6.4804, 2.5376], [-0.6484, 5.6558, 2.3997], [-0.5701, 7.4160, 2.3512], [-1.3148, 6.5913, -1.1533], [-1.9715, 7.2134, 0.3766], [-1.7954, 5.4639, 0.1058], [-2.0407, -1.5441, -3.7946], [-0.8141, -2.7350, -3.4830], [-1.1737, -4.0686, -3.5643], [-0.2102, -5.0550, -3.4243], [1.1112, -4.6717, -3.2190], [1.4447, -3.3392, -3.1013], [0.4961, -2.3027, -3.2007], [0.8781, -0.9013, -3.0899], [-2.2062, -4.3319, -3.7540], [-0.4845, -6.0998, -3.4967], [1.8859, -5.4308, -3.1722], [2.4759, -3.0513, -2.9403], [0.3071, -0.2754, -3.7759], [1.9528, -0.7789, -3.2518], [-7.8615, 1.6443, -0.2304], [-6.3731, 1.6580, -0.4584], [-5.8346, 1.5200, -1.7287], [-4.4614, 1.5727, -1.9516], [-3.9533, 1.4514, -3.3620], [-3.5778, 1.7542, -0.8794], [-1.4574, 1.9744, -1.2014], [-4.1171, 1.8895, 0.4090], [-3.2262, 2.1124, 1.6038], [-5.4923, 1.8385, 0.6006], [-8.4013, 1.5482, -1.1723], [-8.1891, 2.5658, 0.2551], [-8.1486, 0.8130, 0.4172], [-6.4996, 1.3806, -2.5756], [-4.7574, 1.1859, -4.0505], [-3.1740, 0.6949, -3.4166], [-3.5088, 2.3966, -3.6805], [-2.5104, 1.2946, 1.7114], [-3.8126, 2.1948, 2.5206], [-2.6491, 3.0297, 1.4705], [-5.8950, 1.9508, 1.6034], [2.0031, -2.6726, -0.3657], [2.4041, -3.6445, 0.6722], [3.4347, -4.9492, -0.1765], [2.8275, -6.2951, 0.1814], [1.3203, -6.0844, 0.0952], [1.0285, -4.8420, 0.9151], [4.4706, -4.8433, 0.1443], [3.3437, -4.7354, -1.2416], [3.1133, -6.5754, 1.1998], [3.1686, -7.0845, -0.4922], [0.7638, -6.9500, 0.4601], [1.0401, -5.9037, -0.9437], [0.9995, -5.0393, 1.9869], [0.1196, -4.3210, 0.6290]],
  "forces_ev_per_a": [[0.09, -0.29, -1.41], [0.06, 0.16, 0.00], [0.07, -0.08, 0.01], [-0.03, 0.04, 0.10], [-0.30, 0.01, 0.01], [0.26, -0.14, -0.27], [-0.31, -0.05, -0.06], [0.15, -0.09, -0.08], [-0.23, 0.03, -0.34], [-0.01, -0.03, 0.14], [-0.07, -0.02, -0.04], [0.24, -0.07, 0.12], [0.14, 0.28, -0.41], [0.32, -0.11, 0.78], [-1.73, -1.45, 1.75], [-0.07, -0.04, -0.05], [0.06, -0.04, -0.01], [0.08, 0.04, 0.09], [-0.03, 0.01, 0.04], [-0.11, 0.04, 0.10], [-0.12, 0.05, -0.05], [0.01, 0.11, -0.01], [0.08, -0.06, -0.06], [-0.10, 0.04, -0.03], [0.05, -0.06, -0.06], [0.04, 0.07, -0.03], [0.01, -0.12, 0.10], [0.02, 0.07, 0.09], [-0.06, -0.16, -0.14], [-0.09, 0.30, 0.55], [1.28, 1.42, -1.14], [0.03, -0.16, -0.07], [0.08, -0.05, 0.11], [0.02, 0.06, 0.04], [-0.07, -0.02, 0.01], [-0.02, 0.07, -0.03], [-0.04, -0.08, 0.04], [0.03, -0.02, -0.12], [0.05, 0.05, 0.05], [0.01, 0.00, 0.00], [0.03, -0.06, -0.01], [0.01, -0.05, -0.02], [0.00, -0.05, -0.01], [-0.02, -0.05, -0.05], [-0.03, 0.04, -0.02], [0.00, -0.05, 0.03], [0.02, -0.03, 0.00], [0.00, 0.02, 0.08], [-0.04, 0.02, -0.03], [0.04, -0.06, 0.00], [0.11, 0.00, 0.06], [0.06, -0.02, -0.05], [-0.02, -0.06, -0.08], [-0.03, 0.03, 0.03], [-0.02, -0.04, -0.01], [-0.03, -0.03, 0.02], [-0.05, -0.02, -0.01], [0.00, -0.02, -0.01], [0.00, -0.01, -0.05], [0.09, -0.03, -0.08], [-0.05, -0.03, 0.04], [0.06, 0.03, -0.11], [0.04, 0.00, 0.03], [0.00, 0.01, 0.03], [0.05, 0.00, 0.01], [0.00, 0.00, -0.04], [-0.03, -0.03, 0.03], [0.04, -0.03, 0.01], [-0.03, 0.02, 0.03], [0.01, -0.01, 0.01], [-0.05, 0.01, 0.04], [-0.02, -0.05, -0.01], [0.01, 0.05, -0.04], [-0.03, 0.02, 0.01], [-0.06, -0.02, -0.03], [-0.01, 0.05, -0.03], [0.04, -0.01, -0.01], [-0.04, 0.04, 0.00], [-0.02, -0.06, 0.00], [-0.06, -0.04, 0.00], [0.00, 0.05, -0.01], [0.02, 0.02, -0.02], [0.01, 0.02, -0.02], [0.00, 0.05, -0.04], [0.02, 0.01, -0.01], [0.01, 0.03, 0.00], [0.02, 0.04, -0.01], [0.01, -0.04, 0.02], [0.01, -0.01, 0.06], [0.00, 0.02, 0.01], [-0.01, 0.00, -0.02], [-0.01, 0.04, -0.04], [-0.03, 0.00, 0.01], [-0.12, -0.01, -0.01], [0.30, 0.21, 0.12], [0.00, -0.20, 0.02], [-0.03, 0.06, 0.00], [-0.02, -0.13, -0.07], [-0.03, 0.21, -0.07], [-0.24, -0.57, -0.16], [0.11, 0.77, 0.64], [-0.01, 0.05, -0.02], [0.00, -0.01, -0.02], [0.02, 0.03, 0.04], [0.00, -0.01, 0.04], [0.07, 0.11, 0.08], [-0.02, 0.06, -0.04], [0.07, -0.05, 0.04], [0.05, 0.05, -0.06], [-0.05, 0.07, 0.12], [0.19, -0.05, -0.18], [-0.08, -0.01, 0.06], [0.11, -0.33, 0.00], [-0.37, 0.31, -0.27], [0.20, 0.01, 0.18], [-0.10, 0.02, -0.05], [-0.12, 0.01, -0.04], [-0.02, -0.02, 0.00], [-0.02, 0.00, 0.00], [-0.05, -0.01, -0.01], [0.00, 0.00, -0.01], [-0.03, 0.02, 0.01], [0.05, 0.09, -0.06], [0.05, -0.04, -0.06], [0.08, 0.05, 0.01], [-0.03, -0.03, 0.00], [0.09, -0.04, 0.05], [0.05, 0.01, 0.03], [0.09, 0.26, -0.17], [0.13, -0.78, -0.05], [-0.10, 0.13, 0.39], [-0.05, -0.02, -0.06], [0.03, -0.10, 0.04], [0.16, 0.17, 0.05], [0.00, 0.08, -0.07], [-0.03, 0.12, 0.02], [-0.01, -0.05, -0.01], [0.05, 0.02, 0.02], [-0.04, 0.03, -0.01], [-0.06, -0.05, 0.03], [-0.06, -0.05, 0.07], [-0.05, 0.16, 0.03]],
  "mulliken_spin": [3.278, 0.003, 0.006, 0.001, 0.009, 0.028, 0.003, -0.008, 0.039, -0.002, 0.006, -0.003, 0.003, -0.025, 0.070, -0.003, 0.001, 0.002, -0.011, 0.001, 0.000, 0.001, 0.001, -0.021, 0.063, -0.006, -0.008, 0.004, -0.022, -0.028, -0.163, 0.005, 0.000, 0.016, 0.002, 0.005, 0.000, 0.000, -0.001, 0.001, -0.001, -0.001, 0.000, 0.000, 0.000, 0.000, 0.000, -0.010, 0.001, 0.005, -0.005, 0.000, 0.000, 0.000, 0.000, 0.000, 0.000, -0.001, 0.000, 0.001, -0.001, 0.004, 0.000, 0.000, 0.000, 0.000, 0.000, 0.000, 0.000, 0.000, 0.000, 0.006, -0.054, 0.001, 0.002, 0.000, 0.000, 0.000, -0.002, -0.003, 0.002, 0.000, 0.000, -0.001, 0.000, 0.000, 0.000, 0.000, 0.000, 0.000, 0.000, 0.000, -0.002, 0.000, -0.044, 0.021, -0.034, 0.017, -0.038, -0.057, 0.031, 0.000, -0.002, 0.000, -0.003, 0.019, 0.007, 0.001, -0.009, 0.006, -0.006, 0.010, -0.007, -0.124, 0.002, 0.006, 0.006, 0.000, 0.000, -0.001, 0.000, 0.000, -0.010, -0.001, -0.001, 0.000, -0.002, 0.000, 0.023, 0.001, 0.000, 0.000, 0.000, 0.000, 0.000, 0.000, 0.000, 0.000, 0.000, 0.000, 0.000, -0.001],
  "total_charge": -1,
  "multiplicity": 4,
  "homo_ev": [-3.923, -4.072],
  "s2": 3.879,
  "gap_ev": [5.9, 6.0]
}